Molecular formula: C3H10OS2
Method: DFT, the ωB97M-V functional and the def2-TZVPD basis

```
16
Properties=species:S:1:pos:R:3
C 0.37020 1.06046 1.91707
C -0.85711 0.38080 1.28955
S -1.07399 0.92472 -0.36603
S 1.04687 -0.42218 -1.16385
C 0.98033 -2.03019 -0.36698
H 0.81875 0.49666 2.76212
H 1.18158 1.18288 1.20375
H 0.09685 2.05821 2.29597
H -1.72249 0.64817 1.90566
H -0.77471 -0.71086 1.38734
H -0.01064 -2.50988 -0.36787
H 1.30860 -2.04158 0.66322
H 1.67751 -2.60236 -0.98576
H -1.37893 1.72747 -3.08469
H -0.64654 0.58601 -3.23427
O -1.01629 1.25166 -3.85523
```

Results
Charge = -1
Spin multiplicity = 2
<S²> = 0.75
Electronic energy = -991.91457 Eh
HOMO energy (spin up / spin down) = -2.1 / -3.4 eV
Frontier orbital gap (spin up / spin down) = 5.91 / 6.94 eV
Energy above the lowest of the compared OMol25 structures with the same formula, charge and spin = 35.0 kJ/mol